[1]
{
  "formula": "C15H42O6",
  "method": "wB97M-V/def2-TZVPD",
  "symbols": ["C", "C", "C", "O", "H", "H", "H", "H", "H", "H", "H", "H", "C", "C", "C", "O", "H", "H", "H", "H", "H", "H", "H", "H", "C", "C", "C", "O", "H", "H", "H", "H", "H", "H", "H", "H", "C", "C", "C", "O", "H", "H", "H", "H", "H", "H", "H", "H", "C", "C", "C", "O", "H", "H", "H", "H", "H", "H", "H", "H", "O", "H", "H"],
  "coordinates": [[1.41241, 0.63115, 0.79625], [0.16692, 0.56215, -0.09599], [0.51622, 0.15180, -1.49564], [-0.78180, -0.35757, 0.47492], [2.12281, 1.39048, 0.47917], [1.88442, -0.35949, 0.71112], [1.21441, 0.72556, 1.86670], [-0.21164, 1.59314, -0.08730], [-0.36187, -0.19422, -2.03888], [1.15713, -0.74321, -1.45058], [1.13776, 0.84996, -2.05409], [-0.33533, -0.71617, 1.24774], [2.03064, -2.15302, 3.44720], [2.16173, -2.80618, 4.80316], [1.80158, -4.28939, 4.76241], [3.50008, -2.67866, 5.27153], [1.07688, -2.39432, 2.96121], [2.80182, -2.51761, 2.76246], [2.07138, -1.06327, 3.47466], [1.46466, -2.31961, 5.48734], [1.87748, -4.71176, 5.76416], [2.46600, -4.87760, 4.12501], [0.78570, -4.42899, 4.38089], [4.13077, -2.98617, 4.61876], [0.31632, 1.74856, 4.58514], [-0.47275, 2.75623, 3.78818], [-1.81531, 3.13195, 4.40095], [0.36025, 3.92126, 3.71288], [-0.16843, 0.81882, 4.88927], [0.53548, 2.19308, 5.56401], [1.27241, 1.51799, 4.11847], [-0.64579, 2.41662, 2.76041], [-2.50225, 2.29196, 4.49238], [-2.22233, 3.99792, 3.88111], [-1.63446, 3.45777, 5.43288], [-0.16800, 4.63557, 3.34496], [-3.26096, -1.22619, -2.29771], [-3.83269, -0.08077, -1.46238], [-4.34373, -0.47254, -0.08793], [-2.80088, 0.93543, -1.34705], [-2.41706, -1.73868, -1.83631], [-2.99287, -0.81158, -3.27090], [-4.01246, -1.99366, -2.52056], [-4.62516, 0.34650, -2.08149], [-4.06416, 0.29541, 0.63265], [-3.95238, -1.43143, 0.25792], [-5.43137, -0.56658, -0.04425], [-2.23976, 0.61503, -0.62344], [1.31306, -0.14552, -5.22668], [0.72889, -0.50176, -6.59277], [-0.59667, 0.23952, -6.78480], [1.65374, -0.08466, -7.59810], [1.27419, 0.93682, -5.04504], [2.37320, -0.37918, -5.12431], [0.76976, -0.56108, -4.37255], [0.57676, -1.57829, -6.63803], [-1.36362, -0.19642, -6.14266], [-0.93924, 0.17734, -7.81975], [-0.47383, 1.30182, -6.56613], [1.64907, 0.87526, -7.64159], [3.39570, 2.19879, -3.26863], [2.58371, 2.42386, -3.73680], [4.08344, 2.22781, -3.94357]],
  "forces_ev_per_angstrom": [[0.1, -1.3, -0.2], [0.8, 1.1, 0.8], [0.6, -1.4, -0.3], [0.3, 0.4, -0.2], [0.0, 0.0, 0.0], [0.3, 0.2, -0.1], [-0.4, 0.5, -0.1], [-0.7, -0.3, -0.1], [-0.1, 0.5, -0.2], [-0.1, 0.0, 0.2], [-0.4, 0.4, 0.1], [-0.3, -0.2, 0.1], [-0.5, 0.1, -0.8], [0.4, -0.9, -0.8], [-0.3, -0.1, 0.0], [-0.3, 0.7, 1.0], [0.0, -0.1, 0.2], [0.1, 0.0, 0.1], [0.3, 0.0, 0.2], [0.5, 0.2, 0.3], [-0.1, 0.0, 0.0], [0.1, 0.2, -0.1], [0.0, 0.0, 0.1], [-0.2, -0.1, -0.3], [0.3, 0.0, 1.1], [-0.3, 0.1, -0.4], [0.7, 0.1, 0.9], [0.0, -0.1, 0.1], [-0.4, 0.0, -0.7], [0.2, 0.2, -0.2], [0.0, 0.0, -0.1], [0.0, -0.3, 0.0], [-0.2, 0.1, -0.5], [-0.4, -0.2, -0.2], [0.0, 0.1, -0.1], [0.0, 0.0, -0.1], [-0.6, -0.2, -0.3], [0.8, 0.0, -0.5], [-0.4, -0.2, 0.3], [-0.5, -0.5, 0.2], [0.1, 0.2, 0.1], [0.3, -0.1, 0.1], [-0.1, 0.1, 0.2], [0.0, 0.3, 0.3], [0.0, 0.0, 0.0], [0.2, 0.1, -0.1], [0.0, 0.1, -0.2], [0.0, 0.1, -0.2], [0.1, 0.4, 0.7], [0.0, 1.4, 0.6], [0.0, -0.5, -0.3], [0.0, -0.7, -0.2], [-0.2, 0.0, -0.3], [-0.1, -0.4, -0.2], [0.0, -0.3, -0.2], [0.2, 0.0, -0.5], [-0.1, 0.2, 0.1], [0.0, -0.2, 0.0], [0.0, 0.0, 0.2], [-0.1, 0.1, 0.1], [0.0, 0.0, -0.1], [0.1, 0.0, 0.0], [-0.1, 0.0, 0.1]],
  "smiles": "CC(C)O.CC(C)O.CC(C)O.CC(C)O.CC(C)O.O",
  "charge": 0,
  "max_force_ev_per_a": 1.6,
  "relative_energy_kj_mol": 137.7
}


[2]
{
  "formula": "C4H10FNS",
  "method": "wB97M-V/def2-TZVPD",
  "symbols": ["C", "N", "C", "C", "F", "C", "S", "H", "H", "H", "H", "H", "H", "H", "H", "H", "H"],
  "coordinates": [[0.69579, -1.41047, -1.11129], [0.76481, -1.13165, 0.35746], [0.23730, 0.11137, 0.81569], [0.68774, 1.42769, 0.05519], [0.07276, 1.62090, -1.17128], [-1.32820, 0.10900, 0.95870], [-2.45642, -0.18716, -0.44775], [-0.34532, -1.62754, -1.38911], [1.34862, -2.26634, -1.31653], [1.03677, -0.56687, -1.73953], [1.67956, -1.26753, 0.64978], [0.58401, 0.31158, 1.85643], [0.36739, 2.22188, 0.71423], [1.74901, 1.47206, -0.08211], [-1.59802, -0.69232, 1.67828], [-1.49026, 1.07690, 1.38820], [-2.00555, 0.79849, -1.21637]],
  "forces_ev_per_angstrom": [[-0.1, 0.3, 0.5], [-1.4, -0.5, -1.6], [-0.8, 1.1, -0.7], [-0.9, -1.1, 1.1], [0.0, -0.1, -0.2], [1.0, -0.7, 0.2], [0.3, -0.1, 0.4], [0.5, -0.1, 0.0], [-0.3, 0.1, 0.0], [-0.1, -0.2, 0.3], [1.9, -0.2, 0.7], [0.0, -0.3, -0.6], [0.0, 0.6, 0.0], [0.7, -0.1, -0.2], [0.2, 0.6, -0.3], [-0.8, 0.5, 0.4], [0.0, 0.2, -0.2]],
  "smiles": "CN[C@@H](CF)CS",
  "charge": 0,
  "max_force_ev_per_a": 2.2,
  "relative_energy_kj_mol": 30.6
}


[3]
{
  "formula": "C3H9N3O",
  "method": "wB97M-V/def2-TZVPD",
  "symbols": ["C", "N", "C", "O", "C", "N", "N", "H", "H", "H", "H", "H", "H", "H", "H", "H"],
  "coordinates": [[-2.02757, -0.52526, 0.62843], [-0.71658, -1.14963, 0.45336], [0.49896, -0.40719, 0.76704], [1.28725, -0.81965, 1.59146], [0.84287, 0.27927, -0.50974], [-0.08411, 1.33474, -0.87366], [2.22531, 0.68514, -0.57475], [-2.04916, 0.36644, 0.00729], [-2.19355, -0.23898, 1.66940], [-2.80662, -1.22589, 0.32483], [-0.66680, -2.04989, 0.92443], [0.11305, -0.71521, -0.96249], [0.11750, 2.16826, -0.32589], [0.03683, 1.58121, -1.84814], [2.65597, 0.43259, -1.45542], [2.76666, 0.28407, 0.18384]],
  "forces_ev_per_angstrom": [[0.1, 0.2, 0.2], [-0.7, -0.6, 1.8], [0.0, -2.3, -0.3], [-0.6, 0.8, -0.2], [-1.6, -0.5, -1.1], [-0.2, 0.5, 0.3], [-0.1, -0.4, -0.2], [-0.2, -0.1, 0.0], [-0.2, 0.0, 0.1], [0.1, 0.1, 0.0], [0.0, 0.3, 0.2], [3.4, 2.1, -0.7], [0.1, 0.0, -0.2], [0.0, -0.1, 0.0], [0.0, 0.1, 0.1], [-0.1, -0.1, -0.1]],
  "smiles": "CNC(=O)C(N)N",
  "charge": 0,
  "max_force_ev_per_a": 4.1,
  "relative_energy_kj_mol": 270.3
}